C4H8N2OS2 | the ωB97M-V functional and the def2-TZVPD basis

As for the HOMO-LUMO gap (spin up / spin down): 7.81 / 7.81 eV. The LUMO energy (spin up / spin down) comes out at -0.86 / -0.86 eV. As for the net charge: 0. For the HOMO energy (spin up / spin down), the calculation gives -8.7 / -8.7 eV.

Geometry as XYZ:
```
17
Properties=species:S:1:pos:R:3:forces:R:3:lowdin_charge:R:1
C 0.392 -0.062 -0.400 0.9424 2.3452 0.1042 -0.55
C -2.112 0.545 -0.710 -0.8865 -0.8273 -0.9350 -0.64
C 2.826 -0.462 0.348 -1.0425 -1.2743 -1.2220 -0.11
C 1.430 -0.042 0.688 -1.5631 2.3611 0.4968 -0.36
N -1.422 1.027 0.475 2.2373 0.6095 0.1309 -0.26
N -2.149 -0.916 -0.175 -0.0070 -0.3631 -1.2238 -0.59
O -3.402 1.024 -0.936 -1.4685 0.0059 0.4009 -0.05
S -0.489 -1.475 -0.644 -0.3658 -1.7997 -0.6548 0.83
S -1.945 -0.256 1.377 -0.3824 0.6264 -0.2016 0.88
H 0.762 0.584 -1.251 -1.2503 -0.5663 0.6542 0.11
H -1.522 0.714 -1.705 -1.3195 -0.3760 1.9089 0.16
H 3.221 0.151 -0.417 0.8030 0.7654 -0.6913 0.06
H 2.853 -1.508 -0.033 -0.0946 0.5820 0.3225 0.10
H 3.359 -0.415 1.244 1.3578 0.1172 1.1836 0.06
H 1.340 1.057 1.098 0.6640 -1.9540 -0.5649 0.15
H 1.088 -0.702 1.443 -0.4881 -0.4655 1.0674 0.06
H -4.229 0.738 -0.400 2.8639 0.2134 -0.7761 0.15
```
Forces are in eV/Å.

C4H10N2 | the ωB97M-V functional and the def2-TZVPD basis

As for the HOMO-LUMO gap: 9.19 eV. The LUMO energy comes out at 0.95 eV. As for the net charge: 0. For the HOMO energy, the calculation gives -8.2 eV.

Geometry as XYZ:
```
16
Properties=species:S:1:pos:R:3:forces:R:3:lowdin_charge:R:1
C -0.307 1.668 1.653 2.1783 2.0884 1.7953 -0.19
C -1.130 1.068 0.438 -1.7660 2.2528 1.1854 -0.33
C 0.893 -1.661 -0.167 -0.9755 -0.7119 -0.0062 -0.19
C 0.740 -1.712 -1.713 1.4288 -1.1881 -0.3000 -0.10
H -0.839 2.769 1.979 1.6562 -3.1631 -0.8156 0.10
H -0.120 1.004 2.708 -1.0992 1.6159 -3.2746 0.10
H 0.912 1.894 1.330 -3.6247 -0.4221 0.6737 0.11
H -2.114 0.640 0.904 1.4684 0.9845 -1.0599 0.12
H -1.382 1.967 -0.393 0.5056 -2.4800 2.4728 0.16
H 0.065 0.476 -1.088 -0.7160 -1.3580 1.6577 0.15
H 1.455 -2.271 0.538 0.1818 -0.5819 -0.9498 0.09
H -0.297 -1.526 -2.008 0.1117 0.1165 0.3712 0.06
H 1.051 -2.648 -2.344 -0.1592 1.5163 1.8344 0.10
H 1.354 -0.871 -2.080 -0.2444 -0.2156 -0.3622 0.06
N -0.457 0.036 -0.260 -0.6742 2.5299 -2.9265 -0.19
N 0.175 -0.832 0.505 1.7283 -0.9834 -0.2957 -0.02
```
Forces are in eV/Å.

C28H52Cl22O6 | the ωB97M-V functional and the def2-TZVPD basis

As for the HOMO-LUMO gap: 10.18 eV. The LUMO energy comes out at -0.27 eV. As for the net charge: 0. For the HOMO energy, the calculation gives -10.4 eV.

Geometry as XYZ:
```
108
Properties=species:S:1:pos:R:3:forces:R:3:lowdin_charge:R:1
C 25.477 25.198 -17.864 1.6290 0.4291 -0.3398 -0.16
C 25.120 24.419 -16.626 -0.2085 0.5757 0.5609 -0.12
O 23.790 24.050 -16.911 -1.0176 -1.5041 1.4996 0.07
C 23.385 24.417 -18.100 -2.4858 -0.0158 -1.7258 -0.59
O 22.285 24.225 -18.596 2.0618 0.2093 1.1604 0.13
O 24.360 25.083 -18.716 0.3420 0.5370 -0.8224 0.08
H 26.365 24.795 -18.351 -0.1194 -0.1524 -0.2464 0.12
H 25.721 26.241 -17.666 -0.4532 0.0322 0.0907 0.06
H 25.071 25.065 -15.750 0.2469 -0.1380 0.1107 0.08
H 25.742 23.546 -16.427 -0.1500 -0.0522 -0.0931 0.13
C 29.119 22.809 -13.454 0.6826 0.7846 -1.2352 -0.15
C 28.807 22.580 -14.927 3.0974 0.5078 0.3151 -0.18
O 27.657 21.843 -14.891 -2.1045 -1.3751 0.3414 0.06
C 27.607 21.201 -13.675 -3.5306 -2.5478 1.7237 -0.50
O 26.791 20.333 -13.304 2.7097 2.9041 -2.1722 0.11
O 28.493 21.714 -12.830 0.2572 0.1027 0.1264 0.06
H 28.661 23.776 -13.248 0.0722 -0.1604 1.0204 0.06
H 30.196 22.789 -13.286 -0.2083 0.1931 0.3630 0.13
H 29.609 21.987 -15.366 0.0303 -0.2000 -0.2980 0.13
H 28.827 23.540 -15.443 -0.9331 -0.1370 -0.2551 0.12
Cl 23.435 30.296 -11.426 1.2196 0.3999 0.7989 0.57
C 21.807 29.789 -11.782 -1.0231 -1.2808 0.8115 -0.68
C 21.237 28.807 -10.664 1.0793 1.2244 -1.3841 -0.60
Cl 20.861 29.705 -9.198 -0.3506 0.4790 0.5495 0.61
H 21.973 29.281 -12.732 -0.8892 -0.0399 0.0147 0.01
H 21.197 30.690 -11.847 -0.0505 -0.3286 -0.2472 0.03
H 22.053 28.145 -10.376 -0.4763 -0.4618 -0.3111 0.06
H 20.294 28.358 -10.975 0.4406 -0.2978 -0.1649 0.07
Cl 26.891 24.121 -11.289 0.2697 -0.4272 -0.6892 0.63
C 26.691 24.720 -9.652 -1.4270 0.3134 0.2677 -0.67
C 27.998 24.802 -8.909 -0.2113 0.7384 0.0975 -0.67
Cl 28.657 23.212 -8.525 0.1589 -0.3523 -0.0962 0.57
H 25.895 24.145 -9.179 0.5506 -0.6844 0.2219 0.06
H 26.129 25.643 -9.794 0.8159 0.6667 0.2549 0.07
H 27.892 25.315 -7.953 -0.2362 0.0544 -0.1141 0.08
H 28.714 25.362 -9.510 0.0572 -0.2161 0.0527 0.01
Cl 28.850 29.533 -15.911 0.1358 0.0584 -0.3590 0.54
C 29.797 29.240 -17.433 -1.2053 0.4536 0.1551 -0.59
C 29.524 27.865 -17.977 0.4842 -1.1279 -0.1527 -0.58
Cl 27.785 27.573 -18.563 1.7144 0.5091 0.5762 0.57
H 30.813 29.497 -17.134 0.0725 -0.5810 -0.4308 0.08
H 29.438 29.951 -18.177 0.1171 0.2483 0.2283 0.06
H 29.823 27.070 -17.293 -0.7757 0.0963 0.5046 0.06
H 30.205 27.618 -18.792 -0.3490 0.5595 -0.5628 0.08
Cl 25.363 32.526 -14.190 -0.1288 -0.1780 -0.5874 0.48
C 24.079 33.312 -15.221 0.1923 0.1491 0.6091 -0.64
C 22.823 32.450 -15.337 0.5226 0.8213 0.4259 -0.62
Cl 22.127 32.464 -13.674 -0.3066 -0.3399 -0.4870 0.58
H 24.532 33.629 -16.161 -0.0826 -0.3701 0.0382 0.05
H 23.867 34.184 -14.603 -0.2486 0.0755 -0.4393 0.05
H 23.016 31.444 -15.709 -0.0535 0.0864 0.4069 0.02
H 22.088 32.937 -15.978 0.1236 -0.0437 -0.0167 0.06
Cl 24.661 31.472 -18.103 -0.3417 0.2401 0.2341 0.62
C 26.386 31.192 -18.399 0.3630 -0.7114 -0.2335 -0.66
C 26.650 31.352 -19.893 -0.6094 0.4538 -0.1579 -0.63
Cl 26.475 33.102 -20.306 0.4110 -0.1273 -0.0426 0.52
H 26.548 30.183 -18.022 0.1978 -0.1080 -0.3978 0.02
H 27.006 31.840 -17.779 -0.2569 0.2815 -0.1681 0.07
H 25.866 30.906 -20.504 0.0619 -0.3300 0.3495 0.06
H 27.601 30.980 -20.274 0.1304 0.2046 0.4310 0.07
Cl 30.233 30.679 -11.532 0.6379 0.0748 0.2028 0.61
C 28.553 30.982 -11.876 -1.7368 0.5096 0.1270 -0.67
C 27.643 30.897 -10.600 1.3971 0.3333 -1.0410 -0.63
Cl 27.839 29.320 -9.844 -0.2896 -0.5163 0.1179 0.53
H 28.238 30.331 -12.692 -0.0791 -0.4012 0.3167 0.04
H 28.455 31.978 -12.307 0.1247 0.1740 0.2440 0.07
H 26.597 31.092 -10.833 0.1052 -0.0934 -0.0441 0.06
H 28.031 31.626 -9.889 -0.2624 0.0285 -0.0172 0.07
Cl 22.026 25.124 -13.841 0.1255 -0.7411 0.4812 0.51
C 21.792 23.471 -13.147 -0.1252 -0.8608 -0.2982 -0.65
C 23.006 22.788 -12.450 -1.5049 0.4776 -0.5135 -0.61
Cl 23.423 23.774 -11.043 0.3485 0.0941 0.3372 0.55
H 21.370 22.842 -13.930 0.7210 -0.0021 -0.5264 0.07
H 20.926 23.459 -12.485 0.3899 0.7025 0.5405 0.06
H 23.876 22.563 -13.067 -0.0817 0.4441 -0.0062 0.07
H 22.614 21.844 -12.072 0.1172 -0.0206 0.0146 0.07
Cl 23.445 30.990 -4.981 0.3095 0.7807 1.3806 0.60
C 22.736 30.449 -6.442 0.5950 -0.8128 -2.5825 -0.75
C 23.773 30.509 -7.593 0.4472 -0.3217 -0.1459 -0.65
Cl 25.175 29.388 -7.278 -0.3916 0.3801 -0.0224 0.48
H 21.893 31.046 -6.789 -0.0996 0.0579 0.4947 0.06
H 22.452 29.406 -6.300 -0.2440 0.1523 -0.1177 0.06
H 24.190 31.499 -7.778 0.0384 0.0746 0.6251 0.07
H 23.428 30.215 -8.584 -0.5273 -0.2571 0.4574 -0.03
Cl 27.641 26.451 -14.531 1.8625 -1.1923 -2.4522 0.67
C 26.773 27.227 -13.340 -2.3210 0.4603 2.7031 -0.76
C 25.927 28.396 -13.787 0.3267 0.1006 -0.9194 -0.58
Cl 24.602 27.901 -14.947 0.4135 0.1441 0.6736 0.57
H 27.392 27.530 -12.495 0.3532 0.2376 -0.1707 0.06
H 26.155 26.432 -12.922 -0.3730 0.2545 0.2185 0.04
H 26.544 29.063 -14.389 -0.1039 0.1523 0.1119 0.01
H 25.508 28.950 -12.947 -0.2402 -0.2630 -0.1075 0.04
Cl 20.854 29.128 -15.358 -0.1280 0.1422 0.0349 0.56
C 21.873 29.023 -16.819 0.2660 0.2606 0.1732 -0.66
C 21.142 29.530 -18.077 1.2294 -1.0786 0.3535 -0.66
Cl 20.639 31.216 -18.071 -0.3816 0.2776 0.4643 0.57
H 22.166 27.974 -16.864 -0.4135 -0.0963 -0.6092 0.06
H 22.820 29.509 -16.582 -0.2402 0.4842 -0.2288 0.00
H 20.325 28.826 -18.242 -0.2265 0.5156 -0.2791 0.08
H 21.847 29.528 -18.908 -0.0586 -0.5934 0.0172 0.06
Cl 30.457 26.856 -10.964 0.2473 -0.2453 -0.5755 0.55
C 31.176 27.519 -12.483 0.6842 0.3795 0.0724 -0.65
C 31.260 26.550 -13.650 -1.5907 -0.4988 0.9272 -0.66
Cl 32.420 25.231 -13.347 0.0854 0.1982 -0.2081 0.56
H 32.187 27.837 -12.228 -0.1740 0.2442 0.1595 0.07
H 30.541 28.382 -12.684 0.2588 -0.1419 -0.3806 0.00
H 31.399 27.003 -14.631 0.4278 0.1800 0.2944 0.07
H 30.271 26.090 -13.652 0.0671 -0.2792 -0.4070 0.00
```
Forces are in eV/Å.

C5H8N2S | the ωB97M-V functional and the def2-TZVPD basis

As for the HOMO-LUMO gap: 9.63 eV. The LUMO energy comes out at 0.80 eV. As for the net charge: 0. For the HOMO energy, the calculation gives -8.8 eV.

Geometry as XYZ:
```
16
Properties=species:S:1:pos:R:3:forces:R:3:lowdin_charge:R:1
C -0.320 0.603 -0.157 0.4262 -0.0622 0.1932 -0.73
C -0.537 -0.472 -1.238 -0.2097 -0.0170 -0.4069 -0.15
C 0.655 -1.272 -0.675 -1.1801 -0.2706 1.5219 -0.11
C 1.025 -0.084 0.238 0.5879 0.2603 0.0041 -0.29
C -1.038 0.408 1.145 -0.8702 0.1717 0.2061 -0.18
H -1.518 2.432 -1.082 0.0574 0.0192 0.0180 -0.13
H -0.349 -0.068 -2.236 0.0189 -0.0528 0.1156 0.10
H -1.513 -0.964 -1.248 0.0815 0.0573 0.0849 0.11
H 1.385 -1.581 -1.363 1.0005 -0.3584 -0.9819 0.08
H 0.365 -2.146 -0.048 0.1068 0.5780 -0.4543 0.13
H 1.972 0.424 -0.012 -0.4500 -0.1461 0.0367 0.15
H 1.617 0.075 2.245 0.4667 0.3036 0.4735 0.10
H -2.090 0.697 1.303 0.6054 -0.1882 -0.0364 0.12
N 0.935 -0.367 1.671 -0.3821 -0.2944 -0.7028 -0.03
N -0.344 -0.034 2.116 -0.1543 0.1147 -0.0715 0.05
S -0.246 2.348 -0.658 -0.1048 -0.1150 -0.0001 0.78
```
Forces are in eV/Å.

C21H26N3 | the ωB97M-V functional and the def2-TZVPD basis

As for the HOMO-LUMO gap: 7.00 eV. The LUMO energy comes out at -4.38 eV. As for the net charge: +1. For the HOMO energy, the calculation gives -11.4 eV.

Geometry as XYZ:
```
50
Properties=species:S:1:pos:R:3:forces:R:3:lowdin_charge:R:1
C 4.704 0.250 1.418 0.4641 0.3167 -0.0746 0.02
N 3.313 -0.150 1.298 -1.2868 1.3105 -0.5710 -0.05
C 2.264 0.662 1.015 1.0625 -0.8659 0.8448 0.05
C 1.051 -0.075 1.040 -0.3208 -0.3860 -0.4974 -0.11
C -0.219 0.455 0.797 0.6841 0.8082 2.3234 0.04
C -1.429 -0.338 0.960 -1.0771 -0.7526 -0.1899 -0.23
C -1.661 -1.505 0.193 0.0400 0.2187 0.3478 -0.07
C -2.815 -2.266 0.389 -0.0470 0.0994 0.2633 -0.07
C -3.740 -1.905 1.384 0.3059 0.1784 -0.1693 -0.06
C -3.515 -0.756 2.157 0.0736 -0.1419 -0.0249 -0.06
C -2.388 0.035 1.932 0.4069 -0.1648 -0.3916 -0.01
C 1.441 -1.452 1.406 0.9259 0.0551 0.1914 -0.08
C 0.783 -2.604 1.814 -0.0321 -0.9402 0.0737 0.00
C 1.529 -3.781 2.063 -0.1509 0.6060 0.0360 -0.05
C 2.932 -3.773 2.040 0.0781 0.6694 -0.3051 -0.05
C 3.625 -2.574 1.793 -0.4708 -0.4014 -0.0470 0.01
C 2.857 -1.451 1.499 -0.4923 -0.5853 0.0696 -0.16
H 5.322 -0.648 1.499 -0.1367 0.3559 -0.0925 0.08
H 5.002 0.816 0.529 -0.0135 -0.1747 0.1603 0.11
H 4.883 0.877 2.303 -0.2419 -0.2612 -0.2014 0.11
H 2.407 1.730 0.897 0.0608 -0.2201 -0.0538 0.15
H -0.308 1.543 0.884 -0.0530 -0.6621 0.1373 0.14
H -0.907 -1.833 -0.529 -0.3377 0.1745 0.1388 0.13
H -2.983 -3.168 -0.210 0.0833 0.4130 0.2330 0.12
H -4.629 -2.521 1.561 0.4127 0.2913 -0.0944 0.12
H -4.207 -0.488 2.961 0.2269 -0.0811 -0.3622 0.11
H -2.182 0.907 2.551 -0.2145 -0.1115 -0.1353 0.12
H -0.296 -2.598 1.971 0.3537 -0.1951 -0.3084 0.11
H 1.006 -4.716 2.284 0.1644 0.4610 0.0302 0.11
H 3.493 -4.690 2.219 -0.1804 0.2512 -0.0094 0.11
H 4.713 -2.518 1.782 -0.3456 -0.2180 0.1675 0.11
N -2.964 0.266 -2.197 -0.1464 0.0549 0.2675 0.01
C -2.502 1.433 -2.940 0.0412 -0.0444 -0.1376 -0.24
C -1.612 2.310 -2.062 -0.6653 0.1091 0.4021 -0.31
C -0.811 3.307 -2.906 0.1784 -0.1583 -0.0965 -0.13
C 0.622 3.243 -2.360 -0.0235 0.1233 0.4624 -0.14
C 0.715 1.897 -1.615 0.0313 -0.0974 -0.9276 -0.19
N -0.644 1.524 -1.246 -0.0605 -0.0870 -0.9906 -0.03
H -3.455 0.563 -1.349 0.0297 -0.1830 -0.3416 0.08
H -3.610 -0.276 -2.761 0.0588 0.0044 0.1626 0.08
H -1.914 1.081 -3.805 -0.2542 0.0736 0.2065 0.12
H -3.334 2.065 -3.306 0.3933 -0.1342 -0.0529 0.13
H -2.291 2.845 -1.380 0.2297 -0.0406 0.0108 0.14
H -0.814 2.979 -3.955 -0.1192 0.1936 0.2199 0.11
H -1.252 4.307 -2.838 0.2278 -0.1954 -0.1726 0.12
H 1.378 3.297 -3.150 -0.1421 0.1641 0.2121 0.11
H 0.776 4.069 -1.650 0.1260 -0.2165 -0.2483 0.11
H 1.142 1.118 -2.256 0.1693 0.1435 -0.0284 0.13
H 1.355 1.969 -0.742 0.0451 0.1329 0.0224 0.06
H -0.832 0.537 -1.386 -0.0613 0.1099 -0.4591 0.08
```
Forces are in eV/Å.

Look up the net charge of the fourth one.
0